# 1
Here is an isolated molecule of C17H29N5O7 from OMol25. Energies are from ωB97M-V/def2-TZVPD.

## Properties
HOMO energy, eV: -9.03
Orbital gap, hartree: 0.353
LUMO, eV: 0.572
SMILES string: COCCOCC(=O)NC[C@@]1(OC)CCN(C(=O)CCCn2c(O)nnc2O)C1

Element x y z (Å)
H1 1.14528 -1.69124 0.57679
H2 -4.76921 0.60447 -0.28923
C1 -2.44906 -2.78268 0.43886
C2 1.14704 -0.70586 -3.46279
C3 0.63321 2.70525 2.19616
H3 1.70246 -1.52129 2.65674
O1 1.41778 0.50192 2.66665
H4 3.18953 -1.39520 -1.51201
H5 3.12844 -0.55416 3.12409
C4 -4.05757 -0.21906 -0.35754
N1 -2.64774 -1.61156 1.12244
H6 3.66904 0.34705 -3.38041
N2 -1.21791 -3.16468 0.47022
H7 -4.68177 -1.29254 1.42372
H8 0.14726 5.09507 3.16045
O2 3.91430 -0.17422 0.70747
N3 -0.53026 -2.19095 1.20545
C5 3.58585 0.90734 -2.44346
H9 -3.00174 1.06988 -1.73053
H10 -0.38613 2.31951 2.33745
C6 2.13045 -1.34794 -1.25792
N4 -0.82330 -0.69103 -2.19717
C7 -3.81466 -0.74325 1.05997
H11 -0.80309 -1.46491 -4.15070
H12 0.69713 4.66326 4.79611
C8 2.28277 -0.62491 2.43868
C9 0.25648 4.27523 3.88086
H13 1.30939 1.29938 0.73730
O3 -3.49592 -3.37725 -0.13963
C10 1.47929 -0.19468 -2.05001
H14 1.67914 -2.28789 -1.57858
N5 1.98317 -1.26832 0.17040
H15 2.58847 1.95583 1.76542
O4 1.11428 3.27256 3.38965
H16 1.92242 -1.34537 -3.88517
C11 -2.77598 0.24217 -1.05112
H17 3.91743 1.92804 -2.62122
H18 -4.51503 -0.99728 -0.96771
O5 2.23843 0.99743 -2.00863
O6 -1.19114 -0.17397 2.24305
H19 -0.06704 1.25532 -1.78954
H20 -3.21890 -3.71445 -1.00262
H21 -0.73838 3.87233 4.10484
H22 -3.61534 0.07313 1.75285
H23 -0.02243 -2.49206 -2.95673
C12 1.55545 1.60068 1.75790
C13 0.09903 0.20809 -1.52255
C14 -2.14156 -0.82231 -1.94441
H24 0.59566 3.46038 1.39769
H25 0.03386 0.10217 -0.44072
H26 4.22114 0.45792 -1.67834
C15 2.84277 -0.66648 1.01510
C16 -0.17209 -1.45355 -3.26321
H27 -2.05983 0.63914 -0.33000
H28 1.00599 0.15430 -4.12024
O7 -2.81095 -1.69831 -2.47923
H29 -0.22874 -0.04661 2.45478
C17 -1.39715 -1.29383 1.56032

# 2
Here is a cluster of 6 separate species, C41H50N2O3P in total at a distorted geometry from OMol25. Energies are from ωB97M-V/def2-TZVPD.

## Properties
HOMO energy, eV: -10.26
Orbital gap, hartree: 0.220
LUMO, eV: -4.283
Charge: +1

Element x y z (Å)
H1 1.59216 6.72690 -1.79530
C1 -0.12580 -3.75930 -3.75270
O1 0.82963 -0.40097 0.85224
H2 1.31649 -4.65944 -5.06462
H3 -11.00218 4.65373 -0.08987
H4 -1.77231 -2.91631 -2.66037
C2 -10.03778 4.70990 0.40099
H5 2.67630 -0.01488 1.74812
C3 -6.70870 -0.43554 1.88077
C4 -1.09843 -3.54983 0.55559
H6 -3.43033 1.49829 0.80613
H7 1.30438 0.15867 2.89412
H8 -5.71925 2.16024 -0.09063
C5 7.06197 0.32335 0.04904
C6 1.62536 1.88477 1.60569
C7 9.04007 -5.30856 -2.84951
C8 1.60818 0.32602 1.82827
H9 12.17225 -4.53946 -1.80738
C9 -5.62451 1.30887 0.62121
C10 5.71333 0.50192 -0.23506
C11 0.69359 6.77720 1.96111
H10 0.28934 4.86906 -0.81127
H11 -9.75214 2.58148 0.41551
H12 8.46228 -6.14356 -3.22869
C12 8.43832 -4.06724 -2.68010
C13 -0.65885 -4.69198 -5.90616
H13 -7.54850 2.71355 1.53825
H14 1.73384 2.19654 0.53766
H15 -1.93902 -5.36645 1.45209
H16 8.61062 -1.09027 0.51375
H17 8.70671 -2.03253 -2.04985
H18 1.73971 8.65129 2.02898
H19 -0.00460 -3.78306 0.49730
H20 -7.65610 -0.94372 2.16150
H21 -0.34552 -5.18440 -6.81905
C14 11.12415 -4.40779 -2.04930
C15 -9.33432 3.54649 0.68453
O2 -1.30902 -2.10958 0.49533
C16 -1.46032 -3.41761 -3.57016
H22 7.72740 1.17855 0.07744
C17 -8.26492 6.01853 1.37101
C18 9.17777 -2.99855 -2.18826
C19 -4.32280 0.93179 1.14092
C20 0.27544 -4.39501 -4.92110
C21 -1.55166 0.04622 2.29524
N1 -6.75143 0.63961 1.01390
C22 1.74041 7.80725 0.05444
H23 2.30459 8.62472 -0.37857
C23 0.28257 5.71681 1.16274
C24 -2.88007 -0.69557 2.72562
C25 -5.44266 -0.91104 2.43865
H24 0.44609 6.78905 3.01650
H25 -1.54500 -3.96499 -0.39501
H26 7.09104 -3.04226 0.45217
H27 -3.43737 -3.45632 -4.40921
C26 -2.39558 -3.71941 -4.55293
H28 -7.67873 0.91031 0.67580
C27 5.35408 -1.86814 -0.01235
H29 -2.72438 -4.59609 -6.48514
H30 -2.77299 -1.80869 2.57272
N2 -5.46515 -2.04024 3.30698
P1 -0.39927 -1.27093 1.58667
C28 -1.99482 -4.35838 -5.71968
H31 -6.59065 4.91314 2.13538
C29 -4.18577 -0.18204 2.07179
C30 1.33723 6.74248 -0.74197
C31 -8.09570 3.61952 1.31277
H32 -4.59215 -2.57732 3.25239
C32 -7.55927 4.85590 1.65149
C33 0.60661 5.69823 -0.18878
C34 -1.82500 -4.27951 1.73845
C35 10.38244 -5.47874 -2.53258
C36 -9.50550 5.94543 0.74779
H33 11.09841 -2.33300 -1.49427
H34 -1.68331 0.88585 1.57086
C37 1.42105 7.82316 1.40698
O3 0.16646 -2.09225 2.69526
H35 0.69993 2.37066 2.03952
H36 5.32791 1.49545 -0.43399
H37 -10.05686 6.85236 0.53149
C38 10.52090 -3.16780 -1.87482
H38 -0.28977 4.90317 1.59416
H39 2.48025 2.33934 2.18647
H40 7.39219 -3.93296 -2.93066
H41 -1.05522 0.45760 3.20689
H42 -1.16165 -4.29308 2.64998
H43 0.60307 -3.52900 -2.98354
H44 3.80524 -0.45393 -0.47997
H45 -2.99419 -0.54988 3.84016
C39 6.70391 -2.04801 0.26253
H46 -7.84884 6.98258 1.63788
C40 7.55807 -0.95093 0.29564
C41 4.85878 -0.59369 -0.26285
H47 10.85121 -6.44732 -2.66328
H48 -2.84950 -3.89279 1.96832
H49 -6.19051 -2.66324 2.92622
H50 4.68668 -2.72238 -0.03236

# 3
Here is a structure of composition C34H29N5O2S6Sm at a distorted geometry from OMol25. Energies are from ωB97M-V/def2-TZVPD.

## Properties
HOMO energy (spin up / spin down), eV: -4.09 / -4.10
Expectation value of S²: 8.76
Orbital gap (spin up / spin down), hartree: 0.216 / 0.217
2S+1: 6
LUMO (spin up / spin down), eV: 1.800 / 1.804
Charge: -1

Element x y z (Å)
N1 0.53613 -1.23018 1.34387
C1 0.06612 2.64582 -0.32145
C2 -0.37274 3.69470 -2.57733
C3 -2.25344 -3.84927 -5.34569
C4 -0.43079 2.11210 0.88217
H1 0.72008 -0.23155 3.60973
C5 -1.12588 -3.08079 -3.07992
H2 0.99165 3.10922 2.14051
Sm1 -0.60180 -0.71241 -0.64268
H3 0.57315 0.22676 6.04711
C6 3.12990 -0.26112 -1.52632
C7 -0.01133 -0.73779 4.22452
C8 2.72322 -1.44024 0.39331
H4 -4.50345 1.78992 0.78703
S1 -2.60434 -4.56730 -6.78424
C9 -4.02714 1.31892 -0.07388
C10 -2.95745 2.38079 -2.60073
C11 4.04482 -1.94559 0.42662
C12 1.38939 1.21252 -4.58726
H5 -0.14835 3.09341 -3.45902
H6 -4.59967 1.57472 -0.95931
H7 2.76578 0.40393 -2.29707
S2 -0.81238 -4.15290 -4.44008
C13 4.42496 -2.85109 1.44002
H8 -4.08850 0.23542 0.05398
H9 1.71364 3.99446 0.07273
H10 2.13743 2.28074 0.09682
C14 4.92294 -1.52928 -0.59719
C15 2.49276 2.02508 -4.24697
C16 -0.87055 -1.65923 3.64650
S3 -2.94102 -1.27343 -1.98087
H11 5.43567 -3.24028 1.44972
H12 5.10757 -0.34952 -2.37220
S4 -0.73713 -2.00369 1.89653
C17 -2.28177 -2.38573 -3.14861
C18 1.79666 -1.82618 1.40801
H13 0.50742 4.28974 -2.34757
H14 -1.08526 -0.98447 7.42195
N2 2.27914 -0.60857 -0.59149
H15 3.78644 -3.95625 3.14043
C19 -1.79250 -2.35685 4.41121
H16 -1.70409 1.03231 3.03418
H17 1.86891 3.08957 -1.43638
C20 -0.09271 -0.49196 5.58734
C21 -0.79585 2.85620 -1.39828
H18 1.49465 -3.07162 3.11048
C22 1.52482 3.02886 -0.40636
S5 0.07031 -3.07807 -1.81458
C23 -1.77350 1.71093 0.96729
C24 -1.02290 -1.17534 6.35798
S6 -3.26173 -2.67142 -4.57943
C25 2.20154 -2.73242 2.36782
C26 3.50991 -3.24095 2.37587
N3 3.37678 2.69957 -3.92856
H19 -2.43402 -3.08724 3.93357
N4 0.79346 0.86902 -7.05891
C27 -2.42208 1.33996 2.28050
H20 -2.37573 2.64082 -3.48119
H21 -1.17934 4.37896 -2.84147
C28 4.46775 -0.68826 -1.56944
N5 0.08190 0.30264 -2.60746
O1 -0.71296 -3.42851 1.75284
H22 -0.06641 2.01893 3.01775
H23 1.24494 1.36869 2.02640
H24 -3.39362 1.39671 -2.77177
H25 5.94509 -1.88903 -0.59041
C29 -2.58528 1.75733 -0.18441
H26 -3.11640 0.51476 2.15217
H27 -3.76628 3.11006 -2.50043
C30 0.48027 2.14733 2.08891
C31 -2.09270 2.32614 -1.36671
H28 -2.58039 -2.64948 6.38182
H29 -2.97881 2.19907 2.66802
O2 -1.85151 -1.31988 1.22829
C32 1.05323 1.00350 -5.94302
C33 0.66253 0.68595 -3.53744
C34 -1.86921 -2.10768 5.77211

# 4
Here is an isolated molecule of C3H10N4S at a distorted geometry from OMol25. Energies are from ωB97M-V/def2-TZVPD.

## Properties
HOMO energy, eV: -8.60
Orbital gap, hartree: 0.337
LUMO, eV: 0.583
SMILES string: [H]/N=C(\NS)NN(C)C

Element x y z (Å)
C1 -1.02732 0.89124 -0.20326
H1 0.88587 -1.98996 0.95979
C2 1.07847 -1.61260 -0.25772
N1 -1.56249 2.08427 -0.30293
H2 0.27536 0.89636 -1.94215
H3 -1.91075 0.52361 1.47888
H4 0.36504 -2.11091 -1.02884
C3 1.80999 0.49387 0.49632
N2 -0.06952 0.44172 -1.06445
H5 2.19153 -1.81120 -0.37831
S1 -2.30663 -1.20186 -0.14989
N3 1.00773 -0.17668 -0.47461
N4 -1.32085 -0.04246 0.78441
H6 2.53627 -0.45967 0.74871
H7 2.57544 1.38171 -0.06546
H8 1.19877 0.97400 1.50218
H9 -2.35386 2.25774 0.41308
H10 -3.37308 -0.53916 -0.51575

# 5
Here is an isolated molecule of C3H3NO3 at a distorted geometry from OMol25. Energies are from ωB97M-V/def2-TZVPD.

## Properties
HOMO energy, eV: -8.76
Orbital gap, hartree: 0.328
LUMO, eV: 0.157

Element x y z (Å)
H1 -2.41200 -0.93576 0.74273
O1 1.68167 1.69265 0.08523
H2 1.87305 2.47484 -0.50764
C1 0.56423 -0.30166 0.60029
C2 0.78480 0.89029 -0.37393
H3 -2.15399 -1.96465 -0.49632
C3 -0.42236 -1.13124 -0.01163
O2 0.35224 0.94310 -1.49401
N1 -1.74347 -1.22328 0.09408
O3 1.47585 -0.44428 1.36120

# 6
Here is a structure of composition C21H26N4O3ReS from OMol25. Energies are from ωB97M-V/def2-TZVPD.

## Properties
HOMO energy (spin up / spin down), eV: -13.87 / -13.86
Expectation value of S²: 0.76
Orbital gap (spin up / spin down), hartree: 0.246 / 0.238
2S+1: 2
LUMO (spin up / spin down), eV: -7.167 / -7.386
Charge: +2

Element x y z (Å)
H1 -4.22214 0.73715 -0.28097
H2 2.72284 -2.55335 -0.19676
N1 -0.18533 2.25033 -0.55323
C1 0.42608 2.30733 -1.90224
H3 0.04971 -6.15039 -1.72645
H4 -4.24618 -4.41951 -1.15263
C2 4.71103 1.43763 1.66595
H5 5.93113 3.93550 3.58783
N2 -2.27887 0.85161 0.57599
O1 -2.98278 -3.16813 -0.06400
H6 -1.35322 4.00839 -0.30733
Re1 -0.20568 0.16682 0.20807
C3 0.61996 -3.03282 -0.53891
H7 3.52249 4.28200 3.99990
H8 0.45543 2.70954 0.09289
C4 -4.04979 -4.12561 -0.11988
H9 6.69031 2.11530 2.10228
H10 -3.80435 -5.00079 0.48158
C5 3.85014 3.49061 3.34005
C6 -1.50208 2.93984 -0.46459
C7 -0.14752 -5.17832 -1.29667
C8 -0.69466 -2.70043 -0.18642
H11 -2.25501 -5.54407 -1.14960
C9 5.63387 2.26709 2.27482
H12 -1.85491 2.60111 1.62952
S1 -1.02235 -0.05469 -2.03937
H13 -2.99985 1.30822 -2.30788
H14 -3.35274 -0.40489 -2.43172
H15 1.86363 2.80607 2.92661
N3 2.70503 -0.29853 0.59530
C10 -1.46146 -4.83552 -0.96563
H16 -3.32963 2.71089 0.66625
N4 1.56759 -0.91181 0.09329
H17 5.03498 0.63466 1.01852
C11 -3.24888 0.25412 -0.39216
H18 1.45548 1.96481 -1.80319
C12 5.20474 3.29189 3.11022
C13 2.91841 2.66696 2.73215
C14 0.88524 -4.30120 -1.08184
C15 -2.30496 2.33546 0.67165
H19 -4.92301 -3.63304 0.29439
C16 -0.34094 1.41895 -2.87361
O2 -0.99349 -1.52567 0.42192
C17 -2.81050 0.33999 -1.85138
H20 0.31474 1.05844 -3.66392
H21 1.90286 -4.57153 -1.32989
O3 1.06716 1.09975 1.34916
H22 -3.35201 -0.79207 -0.10811
H23 0.44543 3.33503 -2.27281
H24 -2.54819 0.48723 1.48673
C18 -1.74971 -3.60197 -0.40640
C19 1.71243 -2.15744 -0.23128
C20 2.37481 0.75739 1.25111
H25 -1.17808 1.92312 -3.35304
C21 3.34744 1.63899 1.89204
H26 -2.01466 2.82954 -1.41630

Number 1: electronic energy -1465.66388 Ha. Number 2: electronic energy -2268.68068 Ha. Number 3: electronic energy -4784.60989 Ha. Number 4: electronic energy -737.34264 Ha. Number 5: electronic energy -396.50234 Ha. Number 6: electronic energy -1736.53239 Ha.